w:
Formula: C51H28IN6O7Ta
Source: the OMol25 dataset
Level of theory: wB97M-V/def2-TZVPD

Output
Charge: -2
HOMO energy (spin up / spin down): -1.753 / -1.754 eV
E_LUMO (spin up / spin down): 3.2364 / 3.2369 eV

```
94
Properties=species:S:1:pos:R:3:lowdin_charge:R:1
Ta -0.62 -1.00 0.15 1.80
I 2.16 0.01 2.09 1.08
C 2.47 1.41 0.50 -0.56
C 3.39 2.39 0.80 -0.18
C 3.75 3.35 -0.14 -0.09
C 3.20 3.29 -1.39 -0.06
C 2.26 2.30 -1.72 -0.19
C 1.71 2.28 -3.02 -0.05
C 0.78 1.34 -3.36 -0.08
C 0.34 0.42 -2.40 -0.14
C 0.83 0.36 -1.11 -0.21
C 1.83 1.32 -0.76 -0.25
H 3.83 2.40 1.78 0.07
H 4.46 4.11 0.12 0.10
H 3.47 4.01 -2.15 0.11
H 2.05 3.01 -3.74 0.11
H 0.37 1.30 -4.36 0.10
H -0.40 -0.30 -2.74 0.07
C -1.19 -2.58 4.38 -0.09
C -0.29 -3.62 4.57 -0.11
C 0.55 -3.98 3.54 -0.06
C 0.51 -3.31 2.31 -0.24
C -0.37 -2.24 2.10 -0.24
C -1.22 -1.91 3.17 -0.14
C 1.47 -3.73 1.28 -0.27
C 1.77 -5.11 1.08 -0.01
C 2.68 -5.46 0.12 0.00
C 3.34 -4.44 -0.60 -0.17
C 4.28 -4.71 -1.61 -0.05
C 4.87 -3.69 -2.31 -0.09
C 4.54 -2.36 -2.02 -0.08
C 3.61 -2.06 -1.05 -0.01
C 2.99 -3.09 -0.32 -0.25
N 2.05 -2.78 0.59 0.06
H -1.86 -2.29 5.18 0.10
H -0.24 -4.14 5.52 0.09
H 1.28 -4.78 3.68 0.10
H -1.93 -1.10 3.04 0.08
H 1.25 -5.86 1.65 0.11
H 2.90 -6.49 -0.10 0.11
H 4.52 -5.74 -1.83 0.11
H 5.58 -3.90 -3.09 0.10
H 4.99 -1.56 -2.60 0.10
H 3.32 -1.04 -0.86 0.09
O -5.10 -0.42 0.96 0.03
C -4.06 -0.71 0.38 -0.60
O -2.94 -0.93 0.93 -0.13
C -4.14 -0.92 -1.14 -0.02
C -5.30 -0.65 -1.82 0.08
C -5.45 -0.97 -3.18 -0.16
C -4.42 -1.64 -3.85 0.08
C -3.26 -1.92 -3.18 -0.08
C -3.05 -1.51 -1.82 -0.26
O -1.89 -1.68 -1.32 -0.22
N -2.20 -2.67 -3.80 -0.35
O -1.56 -2.13 -4.68 0.10
O -2.01 -3.80 -3.39 0.11
N -6.64 -0.67 -3.87 -0.36
O -7.54 -0.07 -3.27 0.05
O -6.74 -1.02 -5.05 0.03
H -6.12 -0.19 -1.29 0.13
H -4.56 -1.92 -4.88 0.13
C -0.80 0.82 1.12 -0.26
C -0.89 1.94 1.62 -0.13
C -0.88 3.22 2.17 -0.18
C -1.53 3.48 3.42 -0.18
C -1.94 4.76 3.80 -0.06
C -2.49 5.00 5.04 -0.11
C -2.67 3.96 5.95 -0.13
C -2.34 2.67 5.56 -0.10
C -1.78 2.43 4.32 -0.02
C -0.15 4.23 1.43 -0.18
C 0.01 4.11 0.04 -0.02
C 0.63 5.09 -0.69 -0.10
C 1.14 6.22 -0.07 -0.12
C 1.04 6.33 1.31 -0.11
C 0.42 5.35 2.05 -0.06
H -1.85 5.58 3.10 0.10
H -2.79 6.01 5.31 0.09
H -3.06 4.16 6.93 0.08
H -2.52 1.84 6.23 0.09
H -1.50 1.42 4.03 0.10
H -0.40 3.23 -0.45 0.11
H 0.72 4.97 -1.77 0.10
H 1.62 7.00 -0.65 0.09
H 1.45 7.20 1.81 0.09
H 0.41 5.43 3.13 0.11
N 0.43 -2.66 -1.41 0.13
C 0.97 -2.95 -2.40 -0.17
C 1.66 -3.26 -3.54 -0.29
C 1.79 -4.56 -4.00 -0.26
N 1.93 -5.63 -4.40 0.11
C 2.26 -2.23 -4.25 -0.26
N 2.78 -1.39 -4.85 0.14
```

x:
Formula: C51H28IN6O7Ta
Source: the OMol25 dataset
Level of theory: wB97M-V/def2-TZVPD

Output
Charge: -2
HOMO energy (spin up / spin down): -1.734 / -1.470 eV
E_LUMO (spin up / spin down): 3.5370 / 3.5323 eV

```
94
Properties=species:S:1:pos:R:3:lowdin_charge:R:1
Ta 0.35 0.22 -0.06 1.63
I -1.36 1.63 2.53 1.15
C 0.26 2.88 2.90 -0.62
C 0.19 3.68 4.00 -0.18
C 1.25 4.53 4.33 -0.10
C 2.36 4.53 3.54 -0.06
C 2.45 3.69 2.40 -0.18
C 3.65 3.71 1.66 -0.06
C 3.78 2.87 0.60 -0.08
C 2.71 2.05 0.22 -0.14
C 1.48 1.98 0.86 -0.20
C 1.38 2.83 2.02 -0.22
H -0.69 3.65 4.63 0.08
H 1.19 5.16 5.21 0.09
H 3.20 5.17 3.77 0.10
H 4.45 4.36 1.97 0.10
H 4.70 2.82 0.03 0.10
H 2.92 1.38 -0.61 0.07
C -2.61 3.29 -1.60 -0.10
C -3.29 2.62 -2.61 -0.10
C -3.09 1.27 -2.78 -0.06
C -2.21 0.57 -1.94 -0.20
C -1.51 1.22 -0.91 -0.24
C -1.73 2.60 -0.78 -0.18
C -2.00 -0.88 -2.12 -0.21
C -2.99 -1.67 -2.76 0.00
C -2.86 -3.02 -2.78 -0.01
C -1.75 -3.62 -2.14 -0.16
C -1.63 -5.02 -2.03 -0.05
C -0.62 -5.57 -1.31 -0.09
C 0.32 -4.73 -0.68 -0.06
C 0.25 -3.37 -0.79 -0.01
C -0.79 -2.78 -1.54 -0.19
N -0.91 -1.41 -1.59 0.09
H -2.74 4.35 -1.47 0.10
H -3.96 3.16 -3.26 0.09
H -3.60 0.76 -3.59 0.09
H -1.18 3.16 -0.04 0.06
H -3.87 -1.19 -3.16 0.10
H -3.62 -3.65 -3.22 0.11
H -2.39 -5.64 -2.50 0.10
H -0.54 -6.65 -1.19 0.10
H 1.11 -5.17 -0.08 0.11
H 0.97 -2.74 -0.30 0.09
O 2.55 -2.14 -2.65 0.08
C 2.27 -1.05 -2.18 -0.55
O 1.84 -0.88 -0.97 -0.22
C 2.49 0.20 -2.99 -0.04
C 3.43 0.17 -4.00 0.08
C 3.67 1.33 -4.73 -0.15
C 2.99 2.51 -4.47 0.08
C 2.05 2.54 -3.46 -0.03
C 1.74 1.38 -2.67 -0.26
O 0.84 1.34 -1.78 -0.19
N 1.38 3.82 -3.25 -0.34
O 0.59 3.95 -2.35 0.11
O 1.61 4.70 -4.07 0.03
N 4.65 1.31 -5.80 -0.37
O 4.83 2.34 -6.44 0.04
O 5.25 0.27 -6.02 0.05
H 3.95 -0.74 -4.21 0.13
H 3.19 3.40 -5.05 0.12
C 1.27 -0.52 1.65 -0.17
C 2.26 -0.55 2.40 -0.12
C 3.34 -0.41 3.23 -0.17
C 4.68 -0.62 2.71 -0.17
C 5.80 -0.81 3.53 -0.05
C 7.05 -1.03 2.99 -0.12
C 7.24 -1.07 1.62 -0.13
C 6.13 -0.91 0.79 -0.09
C 4.88 -0.69 1.32 -0.02
C 3.07 0.02 4.61 -0.19
C 1.94 -0.45 5.28 -0.03
C 1.62 0.01 6.54 -0.10
C 2.42 0.96 7.17 -0.12
C 3.54 1.44 6.50 -0.11
C 3.86 0.98 5.24 -0.05
H 5.68 -0.80 4.60 0.10
H 7.90 -1.18 3.66 0.09
H 8.22 -1.24 1.19 0.08
H 6.25 -0.95 -0.29 0.10
H 4.03 -0.57 0.66 0.10
H 1.30 -1.17 4.79 0.11
H 0.73 -0.36 7.04 0.10
H 2.17 1.33 8.15 0.08
H 4.16 2.21 6.96 0.09
H 4.71 1.41 4.71 0.11
N -1.25 -1.01 0.92 -0.03
C -1.94 -1.89 1.27 -0.15
C -2.75 -2.92 1.69 -0.28
C -4.02 -3.06 1.12 -0.27
N -5.08 -3.18 0.66 0.10
C -2.24 -3.91 2.55 -0.26
N -1.85 -4.73 3.26 0.11
```

The least stable of them is w.

w:
Formula: C4H4F2
Source: the OMol25 dataset
Level of theory: wB97M-V/def2-TZVPD

Output
Charge: 0
SMILES: C=C(F)C(=C)F
HOMO energy: -9.368 eV
E_LUMO: 0.4760 eV

```
10
Properties=species:S:1:pos:R:3:nbo_charge:R:1
C -1.57 0.53 0.12 -0.46
C -0.72 -0.48 -0.08 0.34
F -1.24 -1.72 -0.08 -0.32
C 0.73 -0.54 -0.11 0.32
C 1.58 0.45 -0.06 -0.45
F 1.05 -1.82 0.10 -0.31
H -2.58 0.31 0.01 0.22
H -1.12 1.54 0.10 0.21
H 2.62 0.24 0.13 0.22
H 1.26 1.48 -0.13 0.22
```

x:
Formula: C4H4F2
Source: the OMol25 dataset
Level of theory: wB97M-V/def2-TZVPD

Output
Charge: 0
HOMO energy: -9.791 eV
E_LUMO: -0.0870 eV

```
10
Properties=species:S:1:pos:R:3:nbo_charge:R:1
C -0.43 -0.71 -0.35 0.14
C -1.71 -1.21 -0.28 -0.48
C 0.75 -0.19 -0.71 -0.55
C 1.39 1.75 0.74 0.68
F 1.60 0.98 1.80 -0.34
F 0.22 2.40 0.96 -0.36
H -2.41 -0.68 0.35 0.22
H -1.96 -2.14 -0.66 0.22
H 1.62 -0.52 -0.20 0.23
H 0.94 0.32 -1.65 0.24
```

The least stable of them is x.

w:
Formula: C2H4O2P
Source: the OMol25 dataset
Level of theory: wB97M-V/def2-TZVPD

Output
Charge: -1
SMILES: C=[PH2]C(=O)[O-]
HOMO energy: -3.113 eV
E_LUMO: 4.4382 eV

```
9
Properties=species:S:1:pos:R:3:nbo_charge:R:1
C 1.18 0.77 -0.54 -1.17
P 0.26 -0.32 0.41 0.68
C -1.68 0.01 0.03 0.73
O -1.92 1.14 0.31 -0.68
O -2.12 -0.97 -0.47 -0.69
H 0.61 0.73 -1.42 0.18
H 2.34 0.69 -0.65 0.19
H 0.90 -0.29 1.68 -0.10
H 0.42 -1.76 0.65 -0.14
```

x:
Formula: C2H4O2P
Source: the OMol25 dataset
Level of theory: wB97M-V/def2-TZVPD

Output
Charge: -1
HOMO energy (spin up / spin down): -2.959 / -2.962 eV
E_LUMO (spin up / spin down): 4.0605 / 4.0603 eV

```
9
Properties=species:S:1:pos:R:3:nbo_charge:R:1
C -0.59 -0.89 -0.93 -0.34
C -0.15 -0.75 0.30 -0.64
O -0.76 1.94 0.12 -1.11
O 0.45 0.94 2.19 -1.11
P 0.10 0.92 0.74 2.19
H -0.59 -1.87 -1.28 0.18
H -0.84 0.06 -1.56 0.23
H -0.03 -1.61 0.96 0.23
H 2.41 1.27 -0.55 -0.62
```

The least stable of them is w.

w:
Formula: C12H16Si
Source: the OMol25 dataset
Level of theory: wB97M-V/def2-TZVPD

Output
Charge: 0
SMILES: C[Si](C)(C)C1=C2C=CC=C[C@H]2C=C1
HOMO energy (spin up / spin down): -7.082 / -7.206 eV
E_LUMO (spin up / spin down): -0.4029 / -0.3066 eV

```
29
Properties=species:S:1:pos:R:3:nbo_charge:R:1
C -0.53 2.64 -0.30 -1.13
Si 1.01 1.61 -0.61 1.59
C 1.30 1.42 -2.49 -1.12
C 2.61 2.49 0.12 -1.05
C 0.58 -0.13 0.05 -0.44
C -0.76 -0.78 0.69 0.05
C -2.06 -0.45 0.73 -0.23
C -3.03 -1.38 0.96 -0.21
C -2.73 -2.74 1.00 -0.25
C -1.47 -3.14 1.11 -0.13
C -0.31 -2.12 1.14 -0.39
C 1.01 -2.41 0.55 -0.17
C 1.48 -1.22 0.03 -0.24
H -1.32 2.64 -1.15 0.24
H -1.10 2.24 0.48 0.23
H -0.40 3.72 0.05 0.24
H 2.32 0.92 -2.53 0.23
H 0.53 0.68 -2.88 0.24
H 1.30 2.22 -3.25 0.25
H 2.61 3.39 -0.49 0.23
H 2.62 2.78 1.12 0.23
H 3.54 2.07 -0.09 0.23
H -2.37 0.61 0.57 0.21
H -4.05 -0.92 0.79 0.22
H -3.61 -3.40 1.05 0.22
H -1.02 -4.11 0.95 0.21
H -0.02 -2.18 2.16 0.29
H 1.38 -3.43 0.56 0.22
H 2.51 -1.03 -0.33 0.21
```

x:
Formula: C12H16Si
Source: the OMol25 dataset
Level of theory: wB97M-V/def2-TZVPD

Output
Charge: 0
HOMO energy (spin up / spin down): -7.200 / -8.360 eV
E_LUMO (spin up / spin down): -0.4944 / -0.2693 eV

```
29
Properties=species:S:1:pos:R:3:nbo_charge:R:1
C -4.00 -0.47 -0.19 -0.23
C -3.15 -1.58 0.10 -0.19
C -3.51 0.83 -0.27 -0.16
C -1.81 -1.43 0.25 -0.30
C -1.49 2.26 0.05 -0.09
C -2.12 1.02 0.00 -0.26
C -1.42 -0.11 0.26 0.18
C 0.67 1.08 0.66 -0.32
C -0.02 2.29 0.25 -0.64
C 3.80 0.64 -0.07 -1.05
C 1.48 -1.03 -1.57 -1.05
C 2.22 -1.63 1.24 -1.00
Si 1.92 -0.03 0.04 1.48
H -5.10 -0.78 -0.30 0.22
H -3.58 -2.49 0.19 0.20
H -4.04 1.80 -0.37 0.22
H -1.22 -2.22 0.50 0.22
H -2.13 3.24 -0.02 0.21
H 0.38 2.99 -0.51 0.26
H -0.19 2.85 1.20 0.29
H 3.72 1.67 -0.55 0.23
H 4.09 0.83 0.94 0.23
H 4.34 -0.17 -0.50 0.23
H 2.42 -1.48 -2.01 0.23
H 0.93 -1.83 -1.34 0.22
H 1.02 -0.48 -2.37 0.23
H 1.38 -2.17 1.34 0.21
H 2.94 -2.18 0.82 0.21
H 2.48 -1.44 2.24 0.22
```

The least stable of them is x.

w:
Formula: C2H6N5
Source: the OMol25 dataset
Level of theory: wB97M-V/def2-TZVPD

Output
Charge: +1
HOMO energy (spin up / spin down): -14.897 / -13.082 eV
E_LUMO (spin up / spin down): -5.3186 / -6.3453 eV

```
13
Properties=species:S:1:pos:R:3:nbo_charge:R:1
C 1.70 0.53 0.40 0.30
C -1.01 0.43 0.06 0.66
N 1.84 1.55 0.93 -0.25
N -1.46 0.49 -1.15 -0.78
N -1.71 0.47 1.21 -0.79
N 2.03 -1.51 -0.34 -0.46
N 1.35 -0.38 -0.44 -0.26
H -2.41 0.80 -1.38 0.44
H -0.73 0.23 -1.83 0.46
H -2.67 0.76 1.16 0.41
H -1.24 0.76 2.04 0.44
H 1.82 -2.24 -1.15 0.42
H 2.49 -1.90 0.49 0.41
```

x:
Formula: C2H6N5
Source: the OMol25 dataset
Level of theory: wB97M-V/def2-TZVPD

Output
Charge: +1
SMILES: N=[N+]=C/N=N\CN
HOMO energy (spin up / spin down): -13.334 / -13.333 eV
E_LUMO (spin up / spin down): -6.0344 / -6.0362 eV

```
13
Properties=species:S:1:pos:R:3:nbo_charge:R:1
N 0.84 1.08 3.17 -0.14
N 0.89 0.54 2.13 0.10
C 0.65 0.14 0.97 0.10
N 0.82 1.00 -0.20 -0.12
N 0.33 0.82 -1.29 0.02
C -0.69 -0.03 -1.82 -0.13
N -0.90 -1.16 -1.02 -0.86
H 1.55 1.52 3.72 0.42
H 0.57 -1.03 0.92 0.30
H -1.54 0.70 -1.95 0.25
H -0.14 -0.27 -2.79 0.26
H -1.55 -1.26 -0.35 0.38
H -0.81 -2.06 -1.47 0.41
```

The least stable of them is x.

w:
Formula: C3H6INO
Source: the OMol25 dataset
Level of theory: wB97M-V/def2-TZVPD

Output
Charge: 0
SMILES: I[C@@H]1CCON1
HOMO energy: -9.362 eV
E_LUMO: 0.5423 eV

```
12
Properties=species:S:1:pos:R:3:nbo_charge:R:1
I -3.34 0.04 -0.06 0.11
C -1.33 0.08 0.67 -0.20
C -0.31 0.65 -0.29 -0.51
C 0.46 -0.59 -0.82 -0.08
O -0.31 -1.72 -0.50 -0.38
N -0.85 -1.54 0.77 -0.30
H -1.33 0.46 1.69 0.22
H 0.37 1.32 0.23 0.22
H -0.78 1.19 -1.11 0.23
H 0.59 -0.60 -1.90 0.20
H 1.44 -0.65 -0.33 0.16
H -0.08 -1.53 1.45 0.31
```

x:
Formula: C3H6INO
Source: the OMol25 dataset
Level of theory: wB97M-V/def2-TZVPD

Output
Charge: 0
SMILES: [H]/N=C(/CI)OC
HOMO energy: -9.525 eV
E_LUMO: 0.4572 eV

```
12
Properties=species:S:1:pos:R:3:nbo_charge:R:1
H -1.49 1.07 -0.77 0.35
N -0.59 1.39 -0.41 -0.71
C 0.23 0.55 0.06 0.54
C 1.53 1.06 0.55 -0.60
I 3.10 -0.25 -0.04 0.12
O 0.01 -0.82 0.07 -0.52
C -1.22 -1.37 -0.28 -0.27
H 1.39 1.19 1.63 0.25
H 1.63 2.06 0.10 0.27
H -1.33 -2.20 0.48 0.20
H -1.26 -2.11 -1.14 0.20
H -2.01 -0.56 -0.25 0.18
```

The least stable of them is w.